one) 17
Properties=species:S:1:pos:R:3:nbo_charge:R:1 method="wB97M-V/def2-TZVPD" charge=-1 homo_lumo_gap_ev=7.9 e_homo_ev=-4.34 multiplicity=1 lumo_energy_ev=3.526
O 2.50 -0.05 1.74 -0.97
O 2.05 1.07 -0.59 -0.78
O 0.54 1.26 -2.25 -0.79
O -2.45 0.46 1.17 -0.74
C 1.09 0.71 -1.26 0.79
C -1.90 -0.09 0.04 -0.06
C -0.39 -0.46 0.43 -0.43
C 0.36 -0.67 -0.86 -0.57
H -1.77 0.73 -0.83 0.18
H -2.53 -0.95 -0.24 0.15
H 0.08 0.38 0.87 0.22
H 2.33 -0.87 1.41 0.45
H -0.21 -0.70 -1.86 0.23
H 1.07 -1.53 -0.95 0.19
H 2.20 0.56 1.09 0.50
H -0.38 -1.31 1.15 0.19
H -2.58 1.47 0.93 0.47



two) 17
Properties=species:S:1:pos:R:3:nbo_charge:R:1 method="wB97M-V/def2-TZVPD" charge=-1 homo_lumo_gap_ev=8.0 e_homo_ev=-4.02 multiplicity=1 lumo_energy_ev=3.958
O -1.88 2.12 -1.01 -0.78
O 0.47 -1.96 0.77 -0.77
O -0.24 0.49 2.57 -1.02
O -0.17 2.03 0.37 -0.79
C 0.84 -0.15 -0.73 -0.47
C -0.93 1.60 -0.45 0.78
C -0.66 0.17 -1.04 -0.56
C 0.84 -1.59 -0.50 -0.03
H 1.43 0.18 -1.67 0.20
H 0.16 -1.16 1.35 0.51
H 1.89 -2.10 -0.73 0.13
H 0.01 -2.08 -1.23 0.13
H -1.42 -0.32 -0.25 0.22
H 1.27 0.49 0.10 0.23
H -0.77 0.29 -2.10 0.22
H 0.17 0.99 1.78 0.51
H -1.02 1.02 2.77 0.47



three) 17
Properties=species:S:1:pos:R:3:nbo_charge:R:1 method="wB97M-V/def2-TZVPD" charge=-1 homo_lumo_gap_ev=8.6 e_homo_ev=-4.81 multiplicity=1 lumo_energy_ev=3.791
O 1.23 -0.52 1.14 -0.80
O -1.02 1.03 1.12 -0.78
O 1.32 -1.88 -0.64 -0.79
O 2.08 -3.56 1.76 -0.99
C 0.92 -0.84 -0.04 0.76
C 0.00 0.05 -0.86 -0.54
C -0.39 1.33 -0.12 0.08
C -1.52 1.94 -0.96 -0.63
H -0.96 -0.50 -1.00 0.21
H -1.76 2.99 -0.53 0.19
H -1.44 2.13 -2.04 0.20
H 0.46 1.94 0.23 0.18
H 2.05 -3.24 0.84 0.50
H -2.47 1.44 -0.76 0.22
H -0.45 0.34 1.53 0.50
H 0.39 0.23 -1.85 0.21
H 1.54 -2.88 2.18 0.47



Q: Which of them is the most stable? A: three).



one) 27
Properties=species:S:1:pos:R:3:nbo_charge:R:1 method="wB97M-V/def2-TZVPD" smiles="CC(=O)O.CCCNCC" homo_lumo_gap_ev=8.9 e_homo_ev=-8.39 multiplicity=1 lumo_energy_ev=0.546
O -1.69 1.15 1.63 -0.76
O -2.03 0.79 -0.64 -0.53
N 0.98 1.54 1.08 -0.66
C -1.61 0.27 0.37 0.82
C 1.37 2.51 0.07 -0.21
C 1.85 1.86 -1.23 -0.41
C 2.10 0.83 1.70 -0.22
C 2.04 2.88 -2.35 -0.60
C -1.76 -1.21 0.59 -0.74
C 1.78 0.22 3.05 -0.61
H -2.26 -1.43 1.55 0.23
H -0.76 -1.67 0.63 0.24
H -2.36 -1.66 -0.21 0.25
H 1.20 -0.70 2.93 0.20
H 2.17 3.18 0.44 0.15
H 2.79 3.63 -2.07 0.20
H 2.79 1.33 -1.05 0.19
H 0.50 3.14 -0.15 0.20
H 2.36 2.39 -3.28 0.21
H 1.17 0.90 3.67 0.20
H 2.70 0.03 3.62 0.22
H 1.10 3.41 -2.56 0.20
H 2.99 1.48 1.79 0.16
H 1.12 1.09 -1.54 0.21
H -1.69 0.59 2.41 0.47
H 2.41 0.03 1.01 0.18
H 0.22 1.96 1.86 0.40



two) 27
Properties=species:S:1:pos:R:3:nbo_charge:R:1 method="wB97M-V/def2-TZVPD" homo_lumo_gap_ev=7.8 e_homo_ev=-7.08 multiplicity=1 lumo_energy_ev=0.702
O -0.37 -0.52 -1.51 -0.65
O 2.12 -0.49 0.48 -0.44
N 2.03 -1.11 -0.81 -0.66
C -2.05 1.09 -0.37 -0.67
C 0.93 -0.60 1.20 0.13
C -0.55 0.90 -0.39 0.43
C -1.21 -1.65 -1.49 -0.25
C 0.03 0.67 0.97 -0.52
C 1.28 -0.76 2.67 -0.62
C 0.17 1.92 -1.23 -0.67
H -1.18 -2.14 -2.46 0.20
H 0.94 -0.93 -1.34 0.42
H 0.65 1.53 1.25 0.23
H 2.90 -0.82 -1.26 0.34
H -2.27 -1.44 -1.28 0.17
H -0.14 1.84 -2.27 0.23
H 0.37 -1.48 0.86 0.17
H -2.29 2.02 0.16 0.23
H -0.07 2.92 -0.87 0.22
H -0.88 -2.36 -0.72 0.17
H 1.25 1.77 -1.16 0.24
H -2.45 1.15 -1.39 0.23
H -0.76 0.61 1.72 0.21
H 1.84 0.11 3.02 0.21
H 0.37 -0.84 3.27 0.20
H 1.88 -1.65 2.82 0.23
H -2.54 0.28 0.16 0.22



Q: Which of them is the most stable? A: one).



one) 48
Properties=species:S:1:pos:R:3:nbo_charge:R:1 method="wB97M-V/def2-TZVPD" smiles="CCCc1cc(=O)[nH]c(SCC(=O)CSc2nc(CCC)cc(=O)[nH]2)n1" homo_lumo_gap_ev=7.5 e_homo_ev=-8.18 multiplicity=1 lumo_energy_ev=-0.683
S 1.29 3.06 -0.68 0.38
S 1.91 -1.79 -0.30 0.41
O -2.43 -3.48 0.22 -0.60
O -3.29 1.45 0.23 -0.77
O 3.11 0.63 1.58 -0.52
N 0.01 -0.63 -1.48 -0.55
N 0.62 1.36 1.05 -0.57
N -0.52 -2.58 -0.05 -0.59
N -1.29 2.09 -0.22 -0.51
C 2.58 0.05 -0.58 -0.53
C -0.54 -1.49 3.48 -0.40
C 0.29 -0.45 2.82 -0.50
C -1.77 -2.67 -0.35 0.66
C -1.87 1.27 0.47 0.53
C 2.80 0.83 0.47 0.59
C -0.09 0.17 -4.35 -0.56
C 0.16 -2.45 4.25 -0.62
C -1.99 0.12 -2.92 -0.49
C -0.21 0.48 1.82 0.34
C -2.50 -1.50 -1.28 -0.26
C -0.86 0.94 -3.39 -0.42
C -1.66 0.65 1.56 -0.30
C 2.60 2.36 0.17 -0.71
C 0.21 1.96 0.06 0.30
C -1.55 -0.67 -1.82 0.22
C 0.45 -1.45 -0.52 0.11
H -1.47 -0.81 4.14 0.20
H 0.36 -0.79 -3.79 0.20
H -3.39 -1.57 -1.57 0.20
H -0.13 -2.94 0.63 0.38
H 0.58 0.60 -4.90 0.19
H 0.82 0.15 3.45 0.25
H 0.67 -1.84 5.08 0.20
H 3.55 2.67 -0.44 0.25
H -1.32 2.83 -0.72 0.42
H -2.49 1.04 -2.33 0.26
H -2.67 -0.23 -3.60 0.24
H -0.81 -0.36 -5.16 0.18
H -0.28 -3.09 4.95 0.24
H 1.36 -0.95 2.39 0.25
H 2.93 2.90 1.22 0.27
H 1.12 -3.06 3.73 0.21
H 1.86 0.56 -1.34 0.30
H 3.33 -0.08 -1.06 0.22
H -0.18 1.44 -2.75 0.21
H -1.02 -2.05 2.67 0.21
H -2.40 0.00 2.01 0.27
H -1.23 1.76 -3.93 0.20



two) 48
Properties=species:S:1:pos:R:3:nbo_charge:R:1 method="wB97M-V/def2-TZVPD" smiles="CCN(CC)C(=O)CSc1nc(N)c(C(=O)Nc2ccc(OC)cc2)s1" homo_lumo_gap_ev=7.9 e_homo_ev=-7.45 multiplicity=1 lumo_energy_ev=0.458
S 0.64 -4.03 1.38 0.33
S -0.71 -1.37 0.67 0.41
O -3.89 6.29 -1.16 -0.49
O -1.99 1.61 2.95 -0.66
O 1.08 -1.88 -1.50 -0.63
N -1.07 -0.49 4.43 -0.78
N 2.89 -3.04 -0.85 -0.44
N -1.91 1.43 0.66 -0.61
N -0.19 -2.19 3.07 -0.50
C -2.91 4.10 -1.65 -0.30
C -3.39 5.08 -0.78 0.28
C 3.76 -1.97 -1.31 -0.22
C -2.41 2.66 0.22 0.20
C -1.16 -0.36 2.02 -0.47
C -0.81 -0.99 3.21 0.39
C 0.64 -3.95 -0.44 -0.63
C -2.89 3.64 1.09 -0.24
C -2.43 2.90 -1.14 -0.24
C -1.73 0.97 1.93 0.66
C -3.92 6.59 -2.53 -0.25
C 1.56 -2.87 -0.98 0.67
C -3.37 4.83 0.59 -0.24
C 4.06 -0.99 -0.18 -0.61
C -0.07 -2.52 1.82 -0.10
C 3.53 -4.23 -0.32 -0.21
C 3.84 -5.25 -1.42 -0.62
H -2.06 2.15 -1.83 0.20
H -0.61 -0.90 5.23 0.40
H 4.68 -2.41 -1.70 0.19
H 3.24 -1.45 -2.12 0.23
H 4.49 -4.82 -2.17 0.21
H -2.88 3.46 2.15 0.25
H 0.92 -4.95 -0.77 0.25
H -1.62 0.81 -0.09 0.39
H 3.14 -0.54 0.17 0.22
H -2.92 6.60 -2.98 0.17
H -4.56 5.89 -3.09 0.17
H -3.74 5.59 1.26 0.22
H 2.90 -4.68 0.45 0.21
H 4.33 -6.12 -0.99 0.22
H -0.38 -3.73 -0.77 0.26
H 4.72 -0.21 -0.54 0.21
H 4.46 -3.91 0.15 0.21
H -4.35 7.59 -2.60 0.20
H 4.54 -1.50 0.65 0.20
H -2.91 4.25 -2.72 0.22
H 2.92 -5.57 -1.91 0.20
H -1.42 0.46 4.44 0.44



Q: Which of them is the most stable? A: two).



one) 11
Properties=species:S:1:pos:R:3:nbo_charge:R:1 method="wB97M-V/def2-TZVPD" smiles="Cl[C@@H]1C=NNC1" homo_lumo_gap_ev=9.9 e_homo_ev=-9.30 multiplicity=1 lumo_energy_ev=0.593
Cl -0.81 1.63 -0.14 -0.07
N 1.59 -0.99 0.60 -0.17
N 1.08 -0.92 -0.79 -0.48
C -0.39 -1.03 -0.75 -0.29
C 0.52 -0.43 1.20 0.01
C -0.71 -0.13 0.29 -0.24
H 1.43 -1.60 -1.44 0.37
H 0.71 -0.15 2.17 0.20
H -0.88 -0.67 -1.73 0.23
H -1.01 -1.94 -0.41 0.20
H -1.65 -0.46 0.63 0.23



two) 11
Properties=species:S:1:pos:R:3:nbo_charge:R:1 method="wB97M-V/def2-TZVPD" homo_lumo_gap_ev=9.5 e_homo_ev=-8.91 multiplicity=1 lumo_energy_ev=0.611
Cl -0.46 2.43 0.82 0.01
N -1.23 -0.66 1.39 -0.75
N -0.07 -0.83 -0.86 -0.63
C -0.93 -1.21 0.19 0.26
C 0.79 1.35 0.13 -0.27
C 0.80 0.28 -0.58 -0.01
H 1.76 1.73 0.13 0.22
H -1.03 0.56 1.73 0.38
H -1.42 -2.26 -0.18 0.17
H 1.73 0.04 -1.17 0.20
H 0.07 -1.45 -1.59 0.41



Q: Which of them is the most stable? A: one).



one) 13
Properties=species:S:1:pos:R:3:nbo_charge:R:1 method="wB97M-V/def2-TZVPD" charge=+1 homo_lumo_gap_ev=11.5 e_homo_ev=-15.00 multiplicity=1 lumo_energy_ev=-3.525
O -1.51 0.83 2.31 -0.67
O 0.21 0.53 0.79 -0.65
N 0.84 -0.40 -1.69 -0.71
C -0.20 0.65 1.93 0.68
C 0.48 -1.32 -2.83 -0.43
H 0.68 0.63 2.74 0.14
H -1.70 0.29 3.06 0.51
H 0.18 -2.31 -2.42 0.25
H -0.30 -0.86 -3.44 0.25
H 1.44 -1.48 -3.52 0.25
H 1.46 -0.63 -0.94 0.45
H -0.13 -0.35 -1.14 0.48
H 1.16 0.59 -1.97 0.46



two) 13
Properties=species:S:1:pos:R:3:nbo_charge:R:1 method="wB97M-V/def2-TZVPD" charge=+1 homo_lumo_gap_ev=11.5 e_homo_ev=-15.44 multiplicity=1 lumo_energy_ev=-3.987
O -0.04 0.58 -1.27 -0.66
O 0.63 0.34 0.83 -0.64
N 0.83 -2.27 -0.01 -0.88
C -0.22 0.76 0.05 0.82
C -1.46 1.47 0.46 -0.75
H 0.91 0.46 -1.40 0.50
H -1.54 1.43 1.54 0.26
H 1.01 -2.85 0.81 0.45
H -0.10 -2.48 -0.38 0.45
H -1.48 2.52 0.15 0.28
H 1.50 -2.48 -0.75 0.45
H 0.92 -1.26 0.28 0.47
H -2.36 1.05 0.01 0.27



Q: Which of them is the most stable? A: two).